(1)
The following is a DFT calculation (the ωB97M-V functional and the def2-TZVPD basis) of an isolated ion of composition C3H10N5 and charge +1.

Values from the calculation:
Net charge   +1
Calculated total energy   -393.57080 Eh
2S+1   3
Energy relative to the best compared isomer or geometry (same formula, charge and spin)   227.6 kJ/mol

The geometry in XYZ format:
```
18
Properties=species:S:1:pos:R:3:forces:R:3:lowdin_spin:R:1
C 0.838 0.726 -1.588 2.8 -1.0 -1.1 0.12
C 1.632 0.079 0.620 1.4 1.0 0.4 0.01
C -1.803 0.367 0.454 0.1 0.2 -1.8 0.03
N -0.037 1.796 -1.868 0.9 -2.1 -3.5 0.81
N -0.674 2.139 -0.907 -2.0 2.3 3.7 0.74
N -0.558 1.188 0.154 -0.7 -0.4 1.6 0.22
N -1.573 -1.004 0.009 -0.1 0.6 1.9 0.01
N 0.487 0.242 -0.207 -1.2 1.4 -2.4 0.01
H 0.648 -0.152 -2.314 0.9 1.5 0.9 0.01
H 1.892 1.115 -1.445 -0.8 -0.9 -1.0 0.02
H 2.155 1.027 0.770 -0.2 -0.1 0.0 0.00
H 1.478 -0.412 1.538 -0.8 -0.4 1.2 0.00
H 2.259 -0.579 0.069 0.8 -0.5 -0.5 0.00
H -2.693 0.909 0.049 0.9 -0.7 0.0 0.00
H -1.871 0.410 1.485 -0.2 0.0 2.1 0.01
H -2.197 -1.223 -0.745 -0.3 -1.2 0.3 0.00
H -1.400 -1.609 0.868 -1.2 0.4 -2.2 0.00
H -0.047 -0.654 -0.357 -0.4 -0.2 0.4 0.00
```
Forces are in eV/Å.

---

(2)
The following is a DFT calculation (the ωB97M-V functional and the def2-TZVPD basis) of a 2-piece molecular cluster, C3H10NO overall.

Values from the calculation:
Net charge   0
Calculated total energy   -250.15428 Eh
2S+1   2
Energy relative to the best compared isomer or geometry (same formula, charge and spin)   164.2 kJ/mol

The geometry in XYZ format:
```
15
Properties=species:S:1:pos:R:3:forces:R:3:lowdin_spin:R:1
C -0.979 0.049 2.760 -1.3 1.0 2.9 0.09
O 0.265 0.049 2.183 -1.3 -0.7 0.1 0.77
H -1.337 1.102 3.005 0.8 -0.8 0.2 0.00
H -1.946 -0.257 2.282 1.3 -0.8 -0.9 0.05
H -1.045 -0.625 3.765 0.6 1.3 -2.1 0.05
C 0.757 -0.445 -2.491 0.8 1.8 -0.4 0.00
C 0.798 0.156 -1.032 0.5 -1.8 -2.3 0.00
N -0.539 0.388 -0.506 0.2 -0.7 0.2 0.04
H -0.010 0.068 -3.145 1.1 -0.3 0.7 0.00
H 1.792 -0.414 -2.934 -0.9 0.7 0.2 0.00
H 0.598 -1.475 -2.592 -0.9 -1.7 0.5 0.00
H 1.283 -0.604 -0.411 0.4 0.4 0.0 0.00
H 1.452 1.026 -1.169 -0.5 0.1 0.7 0.00
H -0.622 -0.244 0.285 -0.4 -0.5 -0.4 0.00
H -0.467 1.225 -0.001 -0.3 1.9 0.5 0.00
```
Forces are in eV/Å.

---

(3)
The following is a DFT calculation (the ωB97M-V functional and the def2-TZVPD basis) of an isolated ion of composition C3H10NO and charge +1.

Values from the calculation:
Net charge   +1
SMILES   [NH3+]CCCO
Calculated total energy   -249.97387 Eh
2S+1   1
Energy relative to the best compared isomer or geometry (same formula, charge and spin)   209.9 kJ/mol

The geometry in XYZ format:
```
15
Properties=species:S:1:pos:R:3:forces:R:3:lowdin_charge:R:1
C 0.228 0.888 0.737 1.2 0.0 1.6 -0.13
C -0.429 -0.369 0.298 -2.4 -3.1 -2.9 -0.18
C 0.474 -1.618 -0.059 -3.8 -2.9 2.6 -0.22
O -0.028 -2.477 -1.098 3.3 0.6 0.5 -0.03
N 0.076 2.008 -0.324 -5.0 0.0 2.9 0.21
H 1.327 0.656 0.955 -1.4 0.9 -0.5 0.16
H -0.253 1.218 1.688 0.6 0.3 -0.9 0.14
H -1.278 -0.827 0.901 1.2 1.2 0.1 0.15
H -1.041 -0.213 -0.679 1.0 0.2 1.2 0.14
H 1.420 -1.442 -0.329 3.6 1.3 -1.0 0.07
H 0.526 -2.353 0.856 0.0 1.8 -1.2 0.16
H -0.917 -2.362 -1.235 -3.4 0.3 -0.4 0.03
H -0.605 2.801 0.082 1.7 -2.2 -1.3 0.25
H -0.342 1.623 -1.166 -0.4 -0.2 -0.1 0.15
H 0.843 2.467 -0.628 3.8 1.8 -0.7 0.11
```
Forces are in eV/Å.

---

(4)
The following is a DFT calculation (the ωB97M-V functional and the def2-TZVPD basis) of a 2-piece molecular cluster, C3H10NO overall.

Values from the calculation:
Net charge   +1
Calculated total energy   -249.81473 Eh
2S+1   1
Energy relative to the best compared isomer or geometry (same formula, charge and spin)   627.7 kJ/mol

The geometry in XYZ format:
```
15
Properties=species:S:1:pos:R:3:forces:R:3:lowdin_charge:R:1
O 1.865 -0.659 2.018 -1.8 -1.3 -0.9 -0.07
C 0.582 -0.619 1.268 1.2 0.2 2.1 -0.18
C 0.947 0.284 0.061 -2.7 0.7 1.7 -0.14
N -0.244 0.701 -0.554 1.8 -2.2 1.8 0.41
C -2.709 0.300 -2.504 -1.0 -1.2 1.6 -0.02
H 1.681 -1.257 2.783 0.5 0.7 -0.6 0.13
H 0.097 -1.579 1.036 0.6 0.2 -0.2 0.14
H -0.059 -0.058 1.959 -0.4 0.0 -0.6 0.13
H 1.589 -0.340 -0.562 0.5 -0.3 -0.9 0.22
H 1.592 1.103 0.479 0.0 0.1 -1.1 0.19
H -0.128 1.539 -1.063 0.3 2.0 -1.1 0.11
H -2.851 1.133 -3.141 -0.1 0.9 -0.5 0.01
H -1.689 0.312 -2.063 -0.2 -0.4 -0.6 -0.03
H -2.985 -0.624 -3.054 0.7 0.5 0.4 0.05
H -3.386 0.350 -1.598 0.6 0.1 -1.1 0.06
```
Forces are in eV/Å.

---

(5)
The following is a DFT calculation (the ωB97M-V functional and the def2-TZVPD basis) of a 2-piece molecular cluster, C3H10NO overall.

Values from the calculation:
Net charge   +1
Calculated total energy   -250.03377 Eh
2S+1   1
Energy relative to the best compared isomer or geometry (same formula, charge and spin)   52.6 kJ/mol

The geometry in XYZ format:
```
15
Properties=species:S:1:pos:R:3:forces:R:3:lowdin_charge:R:1
C 0.856 -0.667 -1.242 1.3 -0.7 -0.1 -0.03
C 0.333 -0.682 0.151 -0.7 -0.4 -0.5 -0.35
C 1.005 -0.833 1.268 0.5 0.2 -0.1 0.11
N -1.166 -0.499 0.238 1.6 0.6 0.6 0.23
H 1.070 0.348 -1.583 -0.5 0.0 -0.2 0.10
H 0.308 -1.271 -1.968 -0.4 0.4 0.1 0.10
H 1.849 -1.141 -1.244 -0.2 0.1 0.2 0.10
H 0.621 -0.615 2.255 -0.2 -0.4 0.1 0.09
H 2.042 -1.117 1.158 0.1 0.3 0.3 0.09
H -1.586 -0.787 -0.634 -0.5 -0.3 0.0 0.16
H -1.459 -1.030 1.054 -0.6 -0.1 -0.2 0.17
H -1.317 0.514 0.376 -0.5 0.3 -0.1 0.10
H -0.112 2.391 -0.127 -0.3 0.0 0.1 0.07
H -1.400 3.138 0.206 -0.2 0.0 0.1 0.08
O -1.046 2.250 0.093 0.6 -0.1 -0.1 -0.03
```
Forces are in eV/Å.

---

(6)
The following is a DFT calculation (the ωB97M-V functional and the def2-TZVPD basis) of a 2-piece molecular cluster, C3H10NO overall.

Values from the calculation:
Net charge   +1
Calculated total energy   -250.01455 Eh
2S+1   1
Energy relative to the best compared isomer or geometry (same formula, charge and spin)   103.1 kJ/mol

The geometry in XYZ format:
```
15
Properties=species:S:1:pos:R:3:forces:R:3:lowdin_charge:R:1
C 2.049 -1.500 -1.130 0.0 0.2 -0.2 -0.07
O 1.319 -0.242 -1.199 0.2 -0.3 0.4 -0.14
H 2.903 -1.463 -1.799 0.1 0.0 0.0 0.09
H 2.384 -1.680 -0.110 0.0 -0.1 0.0 0.09
H 1.380 -2.282 -1.477 0.0 0.0 0.1 0.09
H 1.910 0.429 -0.839 0.0 0.2 -0.2 0.11
C -1.249 1.145 0.692 0.4 -0.1 0.5 -0.14
C -1.516 1.189 1.983 0.1 -0.1 -0.3 0.08
N -1.051 -0.146 0.030 0.1 -0.6 -0.4 0.16
H -1.002 1.988 0.065 -0.3 0.1 -0.1 0.13
H -1.614 2.132 2.488 0.0 0.2 0.1 0.08
H -1.615 0.294 2.583 -0.2 -0.1 0.0 0.08
H -0.063 -0.259 -0.380 -0.1 0.3 0.0 0.10
H -1.201 -0.932 0.664 -0.1 0.1 0.1 0.16
H -1.681 -0.284 -0.764 -0.1 0.1 0.1 0.17
```
Forces are in eV/Å.

---

(7)
The following is a DFT calculation (the ωB97M-V functional and the def2-TZVPD basis) of a 2-piece molecular cluster, C3H10NO overall.

Values from the calculation:
Net charge   +1
Calculated total energy   -250.02382 Eh
2S+1   1
Energy relative to the best compared isomer or geometry (same formula, charge and spin)   78.7 kJ/mol

The geometry in XYZ format:
```
15
Properties=species:S:1:pos:R:3:forces:R:3:lowdin_charge:R:1
C 0.658 -0.973 1.633 -0.1 -0.1 -0.2 -0.09
C -0.270 0.013 0.979 0.0 -0.3 -0.2 -0.18
C 0.184 1.040 0.265 0.2 0.2 0.0 -0.24
O -0.644 1.863 -0.419 0.0 0.1 0.0 0.03
H 0.267 -1.987 1.525 0.1 0.0 0.1 0.08
H 1.635 -0.937 1.155 0.2 0.0 0.1 0.08
H 0.802 -0.788 2.694 -0.1 0.0 0.1 0.09
H -1.345 -0.120 1.053 0.0 0.1 0.2 0.13
H 1.253 1.240 0.182 -0.1 0.0 0.0 0.14
H -0.208 2.700 -0.622 0.0 -0.1 0.0 0.12
N -0.030 -1.372 -1.732 -0.3 0.2 0.3 0.31
H -0.797 -1.119 -2.361 0.1 -0.2 0.0 0.16
H 0.864 -1.173 -2.178 0.0 -0.1 -0.1 0.16
H -0.120 -0.774 -0.852 0.2 -0.1 -0.1 0.09
H -0.091 -2.359 -1.466 0.0 0.1 -0.2 0.16
```
Forces are in eV/Å.

---

(8)
The following is a DFT calculation (the ωB97M-V functional and the def2-TZVPD basis) of a 2-piece molecular cluster, C3H10NO overall.

Values from the calculation:
Net charge   +1
Calculated total energy   -249.99438 Eh
2S+1   1
Energy relative to the best compared isomer or geometry (same formula, charge and spin)   156.0 kJ/mol

The geometry in XYZ format:
```
15
Properties=species:S:1:pos:R:3:forces:R:3:lowdin_charge:R:1
C -1.901 0.220 1.916 -1.0 0.0 -0.4 -0.12
O -1.354 0.955 0.820 0.2 0.3 -0.5 -0.15
H -2.443 0.812 2.649 0.3 0.6 0.0 0.08
H -2.692 -0.448 1.544 0.7 -0.5 0.2 0.10
H -1.052 -0.237 2.421 -0.3 -0.4 0.0 0.08
H -2.009 1.131 0.127 0.0 0.0 0.6 0.10
C 0.960 -0.590 -1.430 0.8 -0.3 -0.5 -0.13
C 1.826 -0.021 -2.262 -0.3 -0.9 1.0 0.09
N 0.997 -0.246 0.015 -0.4 0.3 -0.8 0.19
H 0.254 -1.362 -1.693 0.1 -0.1 0.1 0.12
H 1.973 -0.492 -3.222 -0.3 0.6 -0.3 0.09
H 2.498 0.755 -1.912 0.1 0.0 -0.2 0.09
H 0.711 0.740 0.036 0.0 -0.1 1.0 0.15
H 0.329 -0.785 0.559 -0.4 0.2 0.0 0.14
H 1.905 -0.430 0.430 0.3 0.3 -0.1 0.17
```
Forces are in eV/Å.